ORCA calculation (the ωB97M-V functional and the def2-TZVPD basis) on a molecular structure, C31H36ClF3N10OS.

Structure (XYZ):
```
83
Properties=species:S:1:pos:R:3:forces:R:3
C -0.808 0.860 -0.734 -0.457 1.244 0.525
H 2.841 -3.814 1.215 -0.032 0.025 -0.075
F -0.266 3.447 -4.299 -1.262 2.172 0.299
N -0.134 -0.137 -1.426 -0.070 3.371 0.803
N 4.046 -0.329 0.602 0.322 -0.332 -0.855
H -2.461 4.169 1.083 0.556 -0.970 -0.524
H -0.849 0.909 7.533 0.027 0.029 -0.071
C -2.266 0.526 3.407 -1.379 0.273 -0.022
C 4.357 -0.790 -0.410 0.102 0.178 0.066
C 1.049 -2.526 -6.660 0.262 0.241 0.482
N -0.666 5.839 2.400 0.425 0.130 1.418
H 8.320 -5.431 0.051 -0.063 0.041 -0.009
H 1.296 6.274 -1.142 -0.368 -1.054 -0.068
O -3.399 -0.541 -1.992 0.539 -1.446 1.169
N 0.923 2.234 -1.681 -1.868 -1.640 0.954
H -1.985 -4.583 -3.941 0.068 -0.025 -0.018
C 2.239 -3.171 0.575 -0.666 -0.096 0.234
C -2.612 1.909 0.807 2.028 -0.656 -1.797
H 1.552 4.647 4.330 -0.128 0.054 -0.001
H -1.913 -1.400 0.806 -0.952 0.685 -0.273
C 1.646 -1.859 -5.477 0.033 0.024 0.107
Cl -2.684 -3.015 -1.485 -0.101 0.641 0.493
N 2.110 -1.339 -4.557 -0.288 -0.477 -0.717
F -1.770 4.785 -3.137 1.573 -1.710 0.189
C -1.676 -5.399 -4.594 0.617 -0.034 0.052
H -7.372 -2.784 1.598 0.064 0.019 0.035
N 0.258 2.891 5.307 -0.259 -1.108 0.660
C 6.429 -4.476 0.046 -0.140 -0.019 0.056
C 0.971 5.558 4.450 -0.151 0.408 -0.540
C 0.824 -3.203 1.008 -0.040 0.058 -0.119
H 2.318 -3.519 -0.455 -0.057 -0.045 0.065
H -2.001 -5.184 -5.612 0.052 -0.022 0.039
C -0.092 0.724 6.772 0.083 0.495 -0.359
C -0.198 -5.544 -4.558 0.142 -0.008 0.021
H 1.649 6.410 4.506 -0.113 0.046 -0.110
H 3.897 -1.867 -2.177 0.014 0.076 0.007
H -5.861 -2.528 0.701 0.004 -0.021 0.056
C -3.849 1.779 1.747 0.284 0.712 1.934
C -2.042 0.724 0.142 -0.187 1.765 0.570
H 1.836 4.572 -1.010 -1.050 0.337 -0.778
C 4.756 -1.382 -1.712 -0.188 0.251 0.555
C -6.295 -2.947 1.609 0.272 0.298 0.515
C 0.951 5.207 -1.311 -0.295 1.796 -0.359
N 0.951 -5.655 -4.533 -0.957 0.132 -0.084
C -2.976 -1.250 -1.121 -0.506 1.802 -0.419
C 0.624 5.071 -2.820 -0.962 0.324 0.369
H -0.029 -2.367 -6.669 0.061 0.037 0.040
N -0.284 -3.216 1.331 0.652 0.027 -0.121
H -6.096 -4.018 1.638 0.028 0.072 0.023
H -4.084 2.776 2.231 0.089 -0.706 -1.062
S 1.148 0.667 -2.178 -1.727 0.764 1.437
H -1.624 1.336 3.857 0.064 -0.528 -2.217
C -3.584 0.782 2.965 1.450 -0.014 0.176
H -4.762 1.415 1.202 0.850 0.365 0.508
C 0.050 5.719 3.301 -0.109 -0.022 -0.046
C 0.105 1.944 5.950 0.031 0.097 -0.070
C -2.664 -0.700 0.335 0.868 -0.294 -1.115
H 0.400 5.494 5.374 0.013 -0.073 -0.106
C -0.217 2.270 -0.891 0.568 -1.080 -0.338
H -3.636 -0.685 0.900 1.067 -0.032 -0.476
C -0.791 3.497 -0.257 -2.630 -1.492 1.709
C -0.254 4.956 -0.340 0.131 -0.469 -0.097
C -1.990 3.285 0.582 1.849 -1.671 -1.635
H -0.419 -0.100 6.137 -0.004 0.087 -0.019
C 7.870 -4.506 -0.309 -0.621 0.024 0.155
H 2.616 -2.153 0.637 -0.119 -0.073 0.092
N -5.233 -1.785 3.728 -0.532 -0.628 -0.764
H -1.858 -0.514 3.308 -0.797 0.594 1.838
C -0.475 4.450 -3.380 1.645 0.261 -0.075
H 5.125 -0.600 -2.375 -0.087 -0.004 0.049
F 1.576 5.595 -3.709 -0.326 -1.964 1.135
H 0.844 0.450 7.257 -0.026 0.057 -0.053
H -4.428 0.269 3.526 1.004 -0.277 -2.086
H 7.986 -4.451 -1.391 -0.043 -0.013 0.056
H 8.381 -3.659 0.149 -0.065 -0.038 -0.003
H 0.064 5.261 0.704 -0.299 -0.515 -1.646
H 1.478 -2.114 -7.573 -0.012 0.023 0.077
C -5.699 -2.293 2.801 0.063 0.007 0.158
H -1.139 5.618 -0.579 1.055 -0.625 0.130
N 5.308 -4.453 0.323 0.958 0.015 -0.266
H 1.252 -3.596 -6.621 0.020 0.062 0.086
H 5.542 -2.120 -1.556 -0.076 0.028 0.068
H -2.148 -6.322 -4.257 0.074 0.031 -0.015
```
Positions in Å, forces in eV/Å.

Computed properties:
net charge: 0
DFT total energy: -81179.51333 eV
lowest unoccupied orbital energy: -0.295 eV
HOMO-LUMO gap: 6.96 eV

=====

ORCA calculation (the ωB97M-V functional and the def2-TZVPD basis) on a molecular structure, C31H36MnN4O4S3.

Structure (XYZ):
```
79
Properties=species:S:1:pos:R:3:forces:R:3
O 0.012 -1.339 -2.221 -0.259 -0.134 0.258
C 1.637 0.059 -3.796 -0.012 0.016 -0.080
H 1.616 0.776 -1.771 0.025 0.044 -0.102
C 2.502 -2.068 0.992 0.006 0.018 0.002
C 2.102 -2.657 -0.354 -0.015 -0.036 -0.001
C 2.843 -2.003 -1.520 0.005 0.012 -0.005
N -1.532 1.183 0.364 -0.184 -0.120 -0.028
H 3.664 -0.561 3.345 -0.006 -0.002 -0.001
H -6.296 -2.520 1.214 0.004 -0.002 0.005
H -1.901 3.641 -3.756 -0.014 -0.026 -0.017
H -0.214 3.992 -3.387 -0.020 0.011 0.009
H 2.826 1.718 -6.484 0.004 0.003 -0.001
H -4.874 -0.153 2.059 0.003 0.011 0.002
H 3.341 3.370 -4.720 0.002 0.005 -0.004
C -1.923 -1.412 2.839 -0.030 -0.012 -0.015
H -1.764 -4.614 3.936 0.000 0.001 -0.001
H 2.392 1.907 0.082 0.012 -0.001 0.022
C -2.365 -0.800 4.010 -0.023 -0.005 0.004
H 2.333 -3.725 -0.334 -0.007 0.003 0.005
N -4.407 -0.284 0.005 -0.034 -0.030 0.019
C 2.576 1.508 -5.453 0.004 0.028 0.003
C 4.991 2.347 2.225 -0.003 -0.002 -0.009
H 2.006 -3.476 -2.895 -0.003 -0.002 0.014
N -1.767 0.666 1.643 0.018 0.005 0.022
H -4.697 -2.504 1.987 0.025 -0.010 0.023
O -1.446 -1.298 0.508 0.051 0.000 -0.012
H -2.522 3.205 1.932 0.003 -0.005 0.008
C 3.799 0.321 2.730 -0.017 -0.010 0.012
C 2.311 -2.427 -2.885 -0.022 -0.020 0.001
C 3.088 1.722 0.891 0.014 0.005 -0.014
C 1.903 0.984 -2.795 -0.045 0.008 0.008
C -2.385 -2.936 5.118 0.006 0.006 -0.005
C -1.174 3.113 -0.991 0.013 0.001 0.044
C -5.289 -2.113 1.159 0.033 0.016 -0.023
C 4.827 1.208 3.004 0.001 -0.001 -0.008
H 2.735 2.908 -2.369 0.000 0.012 0.000
H 1.701 -0.407 -5.893 0.004 0.001 -0.001
H -4.390 -3.365 -0.400 0.003 -0.004 0.011
H 1.024 -2.567 -0.489 0.009 -0.006 -0.003
H -1.372 4.376 1.248 -0.004 -0.002 0.002
H 5.795 3.037 2.443 -0.001 0.002 0.001
C -1.935 -3.546 3.956 0.003 0.006 0.004
H -6.277 -0.158 0.971 -0.002 -0.004 -0.009
H -0.639 2.507 -4.271 0.014 0.001 0.002
H -0.815 2.999 2.236 0.004 0.003 -0.002
C -1.089 2.444 -2.187 0.012 -0.018 -0.004
H -2.944 -1.085 6.051 0.000 0.001 0.001
C -1.707 -2.787 2.817 -0.024 -0.004 -0.013
H -2.566 -3.527 6.006 -0.004 0.000 0.000
O -1.150 1.157 -2.305 0.077 0.068 -0.043
C 4.123 2.604 1.175 0.002 -0.005 0.015
H -2.523 0.270 4.018 0.003 0.004 0.004
H 2.809 -0.917 -1.426 0.025 -0.053 0.005
C -5.282 -0.569 1.140 0.017 -0.001 0.002
O 1.008 -0.038 0.022 0.110 0.162 -0.073
S 0.858 -1.505 -3.457 0.115 0.115 -0.025
H 5.500 1.012 3.829 0.000 0.001 -0.001
C 2.860 2.436 -4.460 0.006 -0.008 -0.009
H 3.899 -2.282 -1.472 0.002 0.002 -0.002
C -4.096 -1.374 -0.698 0.016 0.024 -0.074
C -2.598 -1.562 5.143 0.010 0.004 -0.002
H -1.102 4.190 -1.001 -0.004 0.000 -0.001
C -0.946 3.190 -3.482 0.035 0.002 0.015
H -4.196 0.637 -0.340 0.003 0.015 0.016
S 1.577 -0.512 1.331 -0.080 -0.084 0.106
H 2.225 -2.735 1.809 0.010 0.007 0.010
C 1.951 0.314 -5.124 0.010 0.015 0.002
H -1.363 -3.251 1.902 -0.012 -0.003 0.000
C -1.414 2.483 0.256 0.025 0.044 -0.015
S -3.138 -1.408 -2.100 -0.118 0.068 0.062
C 2.948 0.583 1.665 -0.010 0.026 -0.006
H 3.571 -1.864 1.051 -0.003 0.008 -0.013
Mn -1.177 -0.176 -0.999 0.228 -0.104 -0.040
C 2.520 2.176 -3.138 -0.005 -0.017 -0.031
N -4.655 -2.438 -0.120 -0.028 -0.040 0.001
C -1.698 -0.622 1.607 0.022 -0.020 -0.010
C -1.535 3.329 1.487 -0.009 0.017 -0.007
H 4.247 3.496 0.575 0.002 0.003 -0.001
H 3.043 -2.284 -3.682 0.005 -0.016 -0.010
```
Positions in Å, forces in eV/Å.

Computed properties:
⟨S²⟩: 6.055
net charge: +1
energy above the lowest of the compared OMol25 structures with the same formula, charge and spin: 14.5 kcal per mole
DFT total energy: -110704.36430 eV
multiplicity: 5
lowest unoccupied orbital energy (alpha / beta): -2.967 / -2.499 eV
HOMO-LUMO gap (alpha / beta): 7.15 / 7.81 eV

=====

ORCA calculation (the ωB97M-V functional and the def2-TZVPD basis) on 3 unconnected molecules or ions with the total composition C31H36NO11PS2.

Structure (XYZ):
```
82
Properties=species:S:1:pos:R:3:forces:R:3
H -4.954 -8.642 -7.214 0.008 0.003 0.073
H -3.513 -0.161 1.814 1.146 1.171 -0.054
H -4.395 -6.581 -6.122 -0.150 -0.024 0.176
H -0.922 -0.400 2.689 -1.268 0.701 0.500
H -1.602 -0.318 -3.010 0.191 1.078 1.551
C 1.800 3.645 0.451 0.452 -0.270 1.778
C -3.856 -4.272 -2.744 0.704 0.232 -0.098
H 5.652 2.294 5.512 -0.676 0.539 -1.690
C 5.488 6.421 0.226 -0.340 0.753 0.981
H 6.156 7.506 2.630 0.258 -1.627 0.380
H 2.489 1.585 -3.157 -1.601 -0.837 -0.351
H 4.629 0.317 6.474 0.090 0.164 -1.432
O -1.425 3.533 2.447 2.932 -1.832 -2.496
C -1.454 0.332 -2.082 0.500 2.202 3.144
C 6.326 6.388 2.824 0.008 -0.178 -1.414
C -1.728 0.309 3.075 0.282 0.443 -0.807
O 1.036 4.409 -1.815 -0.333 -2.980 2.814
C 0.912 3.573 -0.894 0.316 1.052 -0.618
C -4.406 -8.741 -6.272 0.410 -0.219 -0.714
H 1.545 0.474 -2.056 -0.030 0.762 -1.646
C -0.966 2.089 0.423 0.200 -1.357 -2.486
H 4.358 6.539 0.104 1.359 -0.272 0.070
O -5.116 -9.631 -5.420 -0.302 0.389 0.419
H 5.920 5.981 -0.730 -0.551 0.312 1.487
H 3.696 1.002 3.547 1.644 0.331 0.393
C 4.788 1.033 3.892 -0.379 0.485 0.282
H 2.099 -0.106 -5.136 -0.870 -0.317 1.524
C -4.381 -7.466 -5.484 0.607 0.714 -0.111
C 4.099 3.957 1.742 -3.201 -1.080 -2.503
C 3.308 3.954 0.401 -2.742 -0.789 2.859
O 0.313 1.658 -3.369 0.032 -1.238 3.210
C 1.562 0.902 -3.128 1.212 -1.496 0.408
C -2.424 0.471 5.348 -0.862 2.461 0.066
C -0.422 1.480 -2.136 -1.804 -0.176 1.711
H 3.347 3.221 5.255 0.998 0.722 -1.354
H -1.969 0.007 6.301 -0.844 0.081 -1.600
C -2.010 0.950 0.501 1.445 0.798 -1.864
C -5.879 -5.172 -2.430 -1.038 -0.258 -0.066
C 1.696 -0.381 -4.095 0.164 -0.065 -0.151
O -6.730 -9.301 -3.868 0.676 0.420 -0.516
H 5.722 6.034 3.725 1.114 0.445 -1.266
C -2.250 0.076 -0.763 2.217 2.745 -1.173
C 5.268 2.470 4.436 0.382 -0.092 0.233
H -6.210 -5.622 -3.369 0.064 0.038 0.098
H 5.456 0.670 3.024 -1.078 0.446 1.567
H -3.520 -7.406 -4.812 -0.063 -0.016 -0.022
H -3.405 -9.121 -6.483 -0.166 -0.125 0.104
C 0.999 3.361 1.775 3.012 0.324 -0.125
H -4.835 -5.828 -0.649 0.059 0.065 -0.088
H 5.905 7.484 0.397 -0.592 -1.751 -0.418
O -2.993 -3.522 -3.123 -0.749 -0.775 0.056
O -2.833 1.649 5.397 1.463 -4.164 -0.641
C 5.761 5.562 1.544 0.430 -0.716 0.122
N 5.541 4.251 1.674 -2.385 3.075 2.004
O -5.568 -7.549 -4.705 -0.153 -0.496 -0.014
H 7.451 6.215 2.938 -1.597 0.115 0.055
H 2.432 -1.167 -3.675 -1.070 1.475 -0.406
H 0.688 -0.931 -4.185 1.495 1.050 0.068
H -4.783 -0.801 -0.568 0.534 -0.012 -0.251
H -3.528 -1.854 -2.177 0.022 0.913 0.842
C -0.163 2.369 -0.902 -1.914 -1.994 0.294
C -4.849 -6.001 -1.729 -0.186 -0.740 0.623
C -0.578 3.046 1.663 -0.805 0.727 0.648
H -6.752 -4.975 -1.804 0.142 0.188 -0.083
H 6.176 2.789 3.823 -1.431 -0.167 0.750
H 1.239 3.140 4.095 1.114 0.470 -1.706
H -3.315 1.640 2.235 0.780 -1.248 -0.692
C -5.885 -8.869 -4.596 -0.791 -0.620 0.614
C -2.765 0.700 1.886 0.415 -0.019 0.406
S 4.931 -0.271 5.248 0.086 0.008 -0.018
O -5.181 -3.967 -2.718 0.887 0.125 -0.021
H -4.976 -7.069 -1.914 0.173 0.117 -0.082
P -3.490 -1.361 -0.815 1.130 0.710 0.321
O -2.417 -0.355 4.191 0.780 1.846 1.491
S -2.923 -2.702 0.477 -0.322 -0.280 -0.064
H 3.779 4.166 -0.627 -0.705 -0.422 1.964
C 1.781 3.364 3.106 1.357 0.690 -4.034
H -1.202 1.219 3.519 -0.833 -1.067 -0.955
C 4.095 3.582 4.450 -0.525 -1.078 -0.536
C 3.311 3.641 3.034 -0.662 0.122 -0.517
O -3.628 -5.531 -2.286 0.001 0.740 -0.493
H 4.449 4.617 4.770 -0.273 -1.447 -0.509
```
Positions in Å, forces in eV/Å.

Computed properties:
net charge: 0
DFT total energy: -87689.90802 eV
structure (SMILES): CCOc1cc([PH2]=S)c(CCOC=O)c2c1C(=O)c1cc(N=C(C)C)c(CCCS)cc1C2=O.O=C1OCCO1.O=C1OCCO1
lowest unoccupied orbital energy: -1.101 eV
HOMO-LUMO gap: 7.42 eV

=====

ORCA calculation (the ωB97M-V functional and the def2-TZVPD basis) on a molecular structure, C31H37AsIrPS4.

Structure (XYZ):
```
75
Properties=species:S:1:pos:R:3:forces:R:3
H -3.962 0.390 0.578 -0.003 0.066 0.020
H 4.222 -3.172 -3.374 0.063 -0.141 0.046
H 2.070 -4.416 -3.021 0.030 0.014 -0.185
P 1.894 1.272 -0.748 -0.019 -0.088 -1.374
H 0.784 2.161 -3.226 -0.080 -0.094 -0.132
H 6.764 -0.700 4.001 -0.042 -0.085 0.263
H 2.187 -4.773 3.916 -0.055 0.336 0.031
C 3.727 0.847 2.819 -1.117 0.913 -0.611
C 3.468 2.024 3.477 0.579 -0.475 0.649
C 4.075 -0.115 -1.932 -0.686 0.141 0.357
H 5.262 0.060 3.365 0.250 -0.139 0.135
H -2.612 3.983 0.424 -0.027 -0.081 -0.060
C -0.202 -2.367 -1.561 0.078 -0.141 -0.218
H 2.189 -1.108 5.690 0.088 -0.082 -0.197
C 3.819 -2.339 -2.817 0.217 0.368 0.039
H -4.259 -1.239 -0.002 -0.058 0.089 -0.029
H -0.316 -4.327 -2.401 0.041 -0.115 0.010
S -1.988 -0.980 0.655 0.098 0.966 -0.457
C -3.576 -0.390 -0.069 0.044 -0.162 0.280
H 4.977 4.677 -2.475 -0.004 0.069 0.011
H 1.731 3.549 1.006 0.039 0.096 -0.022
H 3.593 -0.319 1.010 0.053 -0.011 -0.061
Ir -0.255 0.405 -0.396 -1.404 -0.762 -0.494
H 1.709 3.607 -5.025 -0.060 0.043 -0.023
C 3.391 4.228 -3.847 -0.032 0.033 -0.005
H 3.936 -4.799 4.221 0.120 0.089 0.092
S -1.155 2.210 1.122 -0.128 -0.377 -0.710
H 6.855 0.750 2.988 0.125 0.164 -0.024
H -2.816 -0.679 2.869 0.106 -0.062 0.091
C 1.926 -1.252 -1.723 0.679 0.013 -0.183
H 3.802 2.185 4.490 0.110 0.120 0.162
C -1.989 -0.231 2.316 -0.089 -0.149 -0.237
C 2.209 3.531 -4.071 0.078 0.079 -0.016
H -4.425 0.557 -1.796 -0.003 0.026 -0.108
H 6.377 -0.796 2.268 -0.064 -0.099 -0.163
S 1.411 -1.868 2.615 0.693 -0.019 -0.134
C 1.694 2.724 -3.074 0.067 -0.060 0.231
C 6.330 -0.180 3.158 0.064 0.105 -0.113
H -3.101 1.647 2.392 0.053 -0.036 0.040
H -3.480 2.457 0.521 0.018 0.027 -0.015
C 0.560 -1.229 -1.308 -0.718 0.855 0.607
C 2.616 1.594 0.871 -0.266 0.063 0.462
C 2.477 -2.390 -2.381 -0.022 0.310 0.223
C 3.155 -4.404 3.578 0.582 -0.058 -0.359
H 4.060 3.261 -0.682 0.106 -0.035 0.117
C 2.375 2.612 -1.862 -0.216 0.065 0.424
C -2.075 1.283 2.413 0.152 0.141 -0.093
H -3.376 -0.808 -2.181 -0.037 0.028 -0.033
C 2.759 3.021 2.806 0.000 -0.210 -0.079
H -1.235 -2.415 -1.252 -0.074 -0.037 -0.130
C 4.601 -1.225 -2.590 -0.070 -0.565 -0.196
H -1.603 3.400 -1.712 -0.036 -0.076 -0.111
H 3.790 4.864 -4.621 0.066 0.039 -0.131
H -1.043 -0.592 2.728 -0.178 0.011 0.056
C 4.056 4.134 -2.633 -0.008 0.102 -0.073
C 2.619 -2.104 5.577 0.591 0.272 -0.003
C -2.566 2.923 0.162 0.076 -0.012 0.203
As 3.169 -2.428 3.700 -2.010 -0.347 0.751
C -2.438 2.802 -1.342 -0.048 -0.188 -0.028
H -3.355 3.167 -1.809 0.031 0.035 -0.079
S -2.112 1.135 -2.037 1.846 -0.167 1.923
H 2.575 3.969 3.288 -0.039 0.015 0.158
H -1.641 1.588 3.367 -0.100 0.024 -0.033
C 3.350 0.600 1.529 0.252 -0.581 -0.179
H 3.340 -4.730 2.555 -0.019 0.148 0.021
C -3.499 0.051 -1.520 0.327 0.013 0.080
H 4.685 0.763 -1.771 0.078 0.073 -0.044
H 5.622 -1.200 -2.935 0.118 -0.033 -0.079
H 3.495 -2.199 6.215 0.030 -0.007 0.035
C 2.308 2.792 1.521 0.110 -0.198 -0.231
C 2.760 -0.139 -1.498 0.038 0.099 0.079
H 1.890 -2.868 5.848 0.024 -0.065 -0.221
C 3.545 3.334 -1.627 -0.178 -0.176 -0.090
C 1.656 -3.517 -2.587 -0.383 0.110 0.105
C 0.327 -3.481 -2.211 0.151 -0.222 0.062
```
Positions in Å, forces in eV/Å.

Computed properties:
⟨S²⟩: 1.058
net charge: +3
energy above the lowest of the compared OMol25 structures with the same formula, charge and spin: 174.8 kcal per mole
DFT total energy: -149026.24658 eV
multiplicity: 2
lowest unoccupied orbital energy (alpha / beta): -11.667 / -10.978 eV
HOMO-LUMO gap (alpha / beta): 3.76 / 4.45 eV